Below is a structure of composition C31H41CdIO6Sb in a non-equilibrium geometry, with properties calculated with the ωB97M-V functional and the def2-TZVPD basis.

Charge ... +1
HOMO level ... -10.54 eV
Largest force on an atom ... 1.29 eV/Å

Element x y z (Å)
Cd: 0.54 -2.03 -1.21
C: -2.40 -3.33 0.91
C: -2.69 -3.87 -0.51
O: -2.22 -3.00 -1.51
C: -2.98 -1.80 -1.68
C: -1.96 -0.77 -2.15
O: 0.23 0.65 -2.21
C: 1.43 1.34 -2.49
C: 2.39 0.31 -3.08
O: 2.74 -0.73 -2.19
C: 3.82 -0.51 -1.31
C: 3.38 -0.08 0.10
O: 2.46 -0.98 0.71
C: 3.02 -1.99 1.54
C: 2.91 -3.40 0.92
O: 1.60 -3.77 0.55
C: 0.71 -4.13 1.60
C: -0.25 -2.99 1.98
O: -1.15 -2.64 0.94
H: -2.41 -4.18 1.60
H: -3.18 -2.62 1.21
H: -3.77 -4.05 -0.61
H: -2.16 -4.81 -0.68
H: -3.44 -1.49 -0.74
H: -3.77 -1.99 -2.42
H: -1.05 -1.08 -1.64
H: -1.78 -0.87 -3.22
H: 1.85 1.78 -1.57
H: 1.27 2.14 -3.22
H: 3.30 0.81 -3.46
H: 1.88 -0.19 -3.91
H: 4.49 0.26 -1.71
H: 4.36 -1.46 -1.25
H: 2.86 0.88 0.06
H: 4.27 0.04 0.73
H: 2.46 -1.96 2.49
H: 4.07 -1.79 1.75
H: 3.32 -4.13 1.64
H: 3.48 -3.44 -0.01
H: 1.28 -4.42 2.49
H: 0.15 -5.00 1.24
H: 0.32 -2.08 2.17
H: -0.80 -3.28 2.89
I: -0.23 -3.11 -4.51
C: 0.98 -3.44 -2.76
H: 2.01 -3.36 -3.10
H: 0.78 -4.46 -2.45
C: -3.62 3.04 3.50
C: -2.73 2.10 4.01
C: -1.84 1.47 3.15
C: -1.83 1.78 1.80
C: -2.71 2.73 1.30
C: -3.60 3.35 2.16
Sb: -0.29 0.78 0.65
C: -0.81 1.38 -1.52
C: -2.18 0.70 -1.82
C: -2.96 1.37 -2.92
C: -2.79 2.65 -3.23
C: -1.74 3.41 -2.59
C: -0.81 2.83 -1.83
C: 1.09 2.32 1.41
C: 2.06 1.94 2.32
C: 2.88 2.88 2.91
C: 2.76 4.21 2.58
C: 1.77 4.61 1.69
C: 0.93 3.67 1.12
H: -4.32 3.52 4.17
H: -2.73 1.85 5.06
H: -1.14 0.75 3.55
H: -2.70 2.99 0.25
H: -4.28 4.10 1.77
H: -2.79 0.78 -0.90
H: -3.68 0.75 -3.43
H: -3.37 3.14 -4.00
H: -1.69 4.47 -2.79
H: 0.03 3.40 -1.47
H: 2.17 0.89 2.60
H: 3.63 2.57 3.63
H: 3.41 4.95 3.03
H: 1.65 5.65 1.45
H: 0.13 4.00 0.47

=====

Below is a cluster of 5 separate species, C31H41F4NO17 in total in a non-equilibrium geometry, with properties calculated with the ωB97M-V functional and the def2-TZVPD basis.

SMILES ... COCCCCCCCCCCCC1=C(CON=O)C(=O)C=CC1=O.O=C1OC[C@@H](F)O1.O=C1OC[C@@H](F)O1.O=C1OC[C@@H](F)O1.O=C1OC[C@@H](F)O1
HOMO level ... -9.23 eV
Largest force on an atom ... 2.75 eV/Å

Element x y z (Å)
C: -0.78 -1.06 4.30
O: -2.13 -1.52 4.26
C: -2.83 -1.18 3.07
C: -2.77 -2.27 2.00
C: -1.35 -2.50 1.41
C: -0.89 -3.92 1.74
C: 0.54 -4.30 1.22
C: 1.33 -3.15 0.57
C: 1.00 -3.00 -0.92
C: 1.88 -1.99 -1.64
C: 1.54 -1.88 -3.13
C: 2.51 -0.87 -3.81
C: 1.77 0.29 -4.48
C: 1.39 1.41 -3.54
C: 2.27 2.11 -2.87
C: 3.75 1.90 -2.98
O: 4.46 3.13 -2.93
N: 5.40 3.11 -1.87
O: 5.41 4.12 -1.29
C: 1.81 3.17 -1.92
O: 2.55 3.67 -1.14
C: 0.38 3.58 -1.89
C: -0.48 2.89 -2.57
C: -0.06 1.72 -3.39
O: -0.91 1.08 -3.92
H: -0.52 -0.59 5.25
H: -0.54 -0.38 3.49
H: -0.14 -1.93 4.15
H: -3.88 -1.09 3.37
H: -2.56 -0.19 2.70
H: -3.49 -2.02 1.22
H: -3.11 -3.19 2.48
H: -0.66 -1.72 1.73
H: -1.49 -2.39 0.33
H: -0.93 -4.04 2.82
H: -1.62 -4.59 1.29
H: 1.09 -4.73 2.06
H: 0.43 -5.08 0.46
H: 1.25 -2.21 1.12
H: 2.39 -3.43 0.62
H: 1.07 -4.00 -1.36
H: -0.04 -2.68 -1.05
H: 2.92 -2.30 -1.53
H: 1.78 -1.01 -1.16
H: 0.51 -1.54 -3.27
H: 1.67 -2.87 -3.56
H: 3.22 -0.56 -3.04
H: 3.10 -1.37 -4.58
H: 0.86 -0.12 -4.92
H: 2.32 0.74 -5.31
H: 3.99 1.43 -3.93
H: 4.10 1.20 -2.21
H: 0.09 4.43 -1.28
H: -1.53 3.15 -2.55
O: -5.32 0.54 -8.33
C: -4.75 1.25 -7.57
O: -4.18 0.83 -6.41
C: -3.48 1.94 -5.85
C: -4.19 3.11 -6.48
F: -3.35 4.16 -6.67
O: -4.59 2.59 -7.73
H: -2.43 1.89 -6.14
H: -3.54 1.94 -4.76
H: -5.07 3.45 -5.93
O: -4.41 1.21 1.69
C: -4.10 1.19 0.55
O: -3.41 0.18 -0.04
C: -3.34 0.47 -1.44
C: -3.52 1.97 -1.46
F: -4.16 2.38 -2.59
O: -4.36 2.19 -0.35
H: -4.14 -0.05 -1.96
H: -2.38 0.16 -1.86
H: -2.60 2.54 -1.34
O: 1.33 -4.84 6.57
C: 0.72 -4.05 7.21
O: 0.28 -4.25 8.48
C: -0.29 -3.02 8.94
C: -0.64 -2.34 7.64
F: -0.54 -0.99 7.75
O: 0.36 -2.81 6.76
H: 0.46 -2.46 9.50
H: -1.15 -3.20 9.57
H: -1.63 -2.59 7.25
O: 3.18 1.42 4.04
C: 3.64 2.36 3.49
O: 2.91 3.40 2.99
C: 3.83 4.39 2.53
C: 5.07 3.58 2.29
F: 6.19 4.30 2.53
O: 4.97 2.56 3.27
H: 3.97 5.14 3.31
H: 3.46 4.88 1.63
H: 5.13 3.13 1.30

=====

Below is a cluster of 10 separate species, C31H41FO30 in total in a non-equilibrium geometry, with properties calculated with the ωB97M-V functional and the def2-TZVPD basis.

SMILES ... O=C1OC[C@@H](F)O1.C[C@H]1COC(=O)O1.O=C1OCCO1.O=C1OCCO1.O=C1OCCO1.O=C1OCCO1.O=C1OCCO1.O=C1OCCO1.O=C1OCCO1.O=C1OCCO1
HOMO level ... -10.76 eV
Largest force on an atom ... 3.06 eV/Å

Element x y z (Å)
O: 1.45 2.41 2.32
C: 0.78 1.61 1.75
O: 0.11 1.74 0.61
C: -0.71 0.59 0.43
C: 0.15 -0.46 1.08
F: 1.23 -0.88 0.36
O: 0.68 0.30 2.15
H: -1.68 0.64 0.93
H: -0.88 0.46 -0.63
H: -0.48 -1.28 1.42
C: 4.71 0.68 0.82
C: 3.75 1.38 -0.16
C: 3.72 2.91 -0.39
O: 3.88 2.98 -1.82
C: 4.13 1.74 -2.34
O: 4.53 1.61 -3.46
O: 3.93 0.81 -1.43
H: 4.48 -0.38 0.88
H: 4.74 1.13 1.81
H: 5.70 0.76 0.36
H: 2.76 1.06 0.19
H: 4.62 3.42 -0.04
H: 2.81 3.27 0.10
O: 0.48 -3.32 -5.51
C: 1.17 -2.62 -4.86
O: 1.24 -2.66 -3.50
C: 2.35 -1.93 -2.97
C: 2.77 -1.11 -4.27
O: 1.95 -1.64 -5.31
H: 1.93 -1.20 -2.28
H: 3.20 -2.55 -2.71
H: 3.83 -1.21 -4.51
H: 2.53 -0.08 -4.04
O: 1.42 6.19 0.52
C: 1.17 5.57 -0.48
O: 1.66 5.93 -1.68
C: 0.93 5.19 -2.68
C: 0.21 4.08 -1.89
O: 0.29 4.55 -0.57
H: 0.17 5.88 -3.09
H: 1.38 4.93 -3.64
H: 0.77 3.14 -1.94
H: -0.76 3.90 -2.38
O: 1.51 2.19 -4.38
C: 0.52 1.51 -4.30
O: 0.19 0.64 -3.31
C: -1.01 -0.11 -3.70
C: -1.41 0.58 -5.00
O: -0.36 1.52 -5.28
H: -0.57 -1.10 -3.80
H: -1.80 -0.01 -2.96
H: -2.36 1.12 -4.95
H: -1.48 -0.09 -5.86
O: -2.87 -0.89 4.36
C: -2.72 0.28 4.56
O: -2.64 0.89 5.75
C: -2.34 2.26 5.57
C: -1.97 2.31 4.09
O: -2.65 1.19 3.56
H: -3.23 2.90 5.61
H: -1.57 2.66 6.22
H: -0.87 2.27 3.98
H: -2.16 3.26 3.59
O: -3.58 1.64 -0.34
C: -4.14 2.45 0.32
O: -5.33 2.18 1.06
C: -5.88 3.44 1.42
C: -4.64 4.35 1.42
O: -3.75 3.69 0.53
H: -6.67 3.90 0.82
H: -6.32 3.35 2.42
H: -4.22 4.44 2.42
H: -4.87 5.31 0.97
O: -1.26 -5.80 0.45
C: -0.18 -5.50 0.06
O: 0.57 -6.00 -0.93
C: 1.65 -5.10 -1.15
C: 1.70 -4.22 0.07
O: 0.46 -4.45 0.69
H: 2.60 -5.62 -1.29
H: 1.52 -4.53 -2.08
H: 2.12 -3.25 -0.19
H: 2.40 -4.64 0.80
O: 3.67 -4.81 3.21
C: 2.80 -4.08 3.57
O: 2.98 -2.85 4.06
C: 1.76 -2.37 4.60
C: 0.69 -3.19 3.85
O: 1.50 -4.41 3.78
H: 1.72 -2.60 5.66
H: 1.69 -1.30 4.44
H: 0.59 -2.74 2.86
H: -0.20 -3.46 4.41
O: -1.17 -2.53 -1.24
C: -2.09 -2.99 -0.65
O: -3.05 -3.73 -1.18
C: -4.03 -4.12 -0.22
C: -3.57 -3.39 1.07
O: -2.32 -2.79 0.68
H: -4.94 -3.61 -0.53
H: -4.09 -5.15 0.09
H: -3.34 -4.03 1.92
H: -4.13 -2.48 1.28

=====

Below is a structure of composition C31H41N4O5ReS2Si in a non-equilibrium geometry, with properties calculated with the ωB97M-V functional and the def2-TZVPD basis.

Charge ... +1
HOMO level (spin up / spin down) ... -10.36 / -10.51 eV
Largest force on an atom ... 1.40 eV/Å
Multiplicity ... 2
Expectation value of S² ... 0.757

Element x y z (Å)
Re: -0.13 -0.58 0.08
O: -4.34 -1.92 -2.02
C: -3.12 -1.57 -1.60
O: -2.23 -2.34 -1.40
C: -2.99 -0.08 -1.46
C: -4.03 0.75 -1.82
C: -3.85 2.13 -1.77
C: -2.62 2.62 -1.42
C: -1.62 1.73 -1.06
N: -1.80 0.40 -1.04
C: -0.24 2.20 -0.72
O: 0.08 3.34 -0.85
O: 0.56 1.21 -0.34
H: -4.35 -2.88 -2.13
H: -4.96 0.31 -2.14
H: -4.66 2.79 -2.02
H: -2.38 3.68 -1.41
C: 1.30 -0.48 3.57
C: 2.19 -0.63 2.39
C: 3.57 -0.69 2.49
C: 4.34 -0.91 1.35
C: 3.76 -1.09 0.11
C: 2.38 -1.02 0.06
N: 1.65 -0.78 1.17
N: 1.47 -1.15 -0.97
Si: 1.81 -1.83 -2.59
C: 2.68 -3.45 -2.34
C: 0.17 -2.00 -3.41
C: 2.88 -0.62 -3.49
H: 1.47 -1.30 4.27
H: 0.25 -0.48 3.27
H: 1.50 0.46 4.09
H: 4.03 -0.58 3.46
H: 5.42 -0.96 1.44
H: 4.35 -1.28 -0.78
H: 2.62 -3.77 -1.30
H: 3.73 -3.38 -2.62
H: 2.23 -4.23 -2.96
H: -0.44 -2.78 -2.93
H: 0.29 -2.27 -4.47
H: -0.39 -1.06 -3.36
H: 3.82 -0.44 -2.96
H: 2.37 0.34 -3.60
H: 3.12 -1.00 -4.49
S: 0.34 2.69 2.44
C: 0.12 3.66 3.76
N: 0.76 4.81 4.00
C: 0.59 5.44 5.31
C: -0.75 4.93 5.84
S: -0.98 3.30 5.07
H: 1.47 5.11 3.35
H: 0.59 6.52 5.20
H: 1.41 5.16 5.97
H: -1.57 5.58 5.55
H: -0.74 4.82 6.92
C: -0.30 -4.53 -0.27
C: -0.11 -4.65 1.24
C: 1.30 -4.24 1.65
C: -1.20 -3.98 2.08
C: -1.84 -4.82 2.99
C: -2.84 -4.38 3.84
C: -3.24 -3.06 3.76
C: -2.65 -2.17 2.87
C: -3.29 -0.78 2.79
C: -4.29 -0.76 1.62
C: -2.38 0.44 2.76
C: -1.63 -2.64 2.04
O: -1.12 -1.72 1.13
H: 0.44 -5.16 -0.78
H: -0.17 -3.51 -0.61
H: -1.29 -4.86 -0.58
H: -0.21 -5.71 1.49
H: 1.56 -3.28 1.21
H: 2.03 -4.98 1.29
H: 1.40 -4.16 2.73
H: -1.53 -5.85 3.04
H: -3.31 -5.06 4.54
H: -4.03 -2.70 4.41
H: -3.87 -0.69 3.71
H: -3.77 -0.96 0.68
H: -4.78 0.22 1.54
H: -5.06 -1.52 1.75
H: -1.80 0.53 1.83
H: -1.67 0.44 3.58
H: -2.97 1.35 2.84

=====

Below is a structure of composition C31H42AuN10O3P2S in a non-equilibrium geometry, with properties calculated with the ωB97M-V functional and the def2-TZVPD basis.

Charge ... +3
HOMO level ... -15.20 eV
Largest force on an atom ... 4.20 eV/Å

Element x y z (Å)
Au: -0.38 0.37 -0.39
C: -1.36 -4.31 3.04
N: -1.49 -3.65 1.76
C: -2.47 -4.21 0.86
P: -1.05 -2.05 1.67
O: -1.23 -1.58 0.27
O: 0.45 -2.02 2.20
P: 1.91 -1.65 1.48
O: 1.76 -0.36 0.78
N: 2.29 -2.93 0.53
C: 2.10 -4.29 1.00
C: 2.46 -2.78 -0.90
N: 2.89 -1.64 2.80
C: 3.88 -2.64 3.15
C: 2.67 -0.61 3.80
N: -1.80 -1.08 2.81
C: -1.15 -0.69 4.05
C: -3.24 -1.23 2.88
H: -1.07 -5.35 2.89
H: -2.30 -4.30 3.60
H: -0.59 -3.80 3.62
H: -2.18 -5.23 0.58
H: -2.54 -3.60 -0.04
H: -3.46 -4.27 1.33
H: 1.94 -4.28 2.08
H: 2.97 -4.89 0.76
H: 1.22 -4.74 0.52
H: 2.60 -1.73 -1.14
H: 1.59 -3.17 -1.46
H: 3.34 -3.35 -1.21
H: 4.16 -3.22 2.28
H: 3.51 -3.31 3.93
H: 4.77 -2.14 3.54
H: 1.93 0.09 3.42
H: 3.60 -0.06 4.00
H: 2.32 -1.04 4.74
H: -0.82 -1.54 4.65
H: -1.85 -0.11 4.64
H: -0.27 -0.08 3.83
H: -3.54 -1.92 3.67
H: -3.59 -1.60 1.91
H: -3.71 -0.26 3.07
N: 3.06 6.91 -1.57
C: 2.49 5.93 -1.40
C: 1.82 4.70 -1.22
C: 0.47 4.55 -1.57
C: -0.12 3.32 -1.41
N: 0.54 2.27 -0.91
C: 1.81 2.40 -0.56
C: 2.50 3.59 -0.69
H: -0.08 5.39 -1.97
H: -1.15 3.16 -1.70
H: 2.28 1.52 -0.15
H: 3.53 3.66 -0.40
N: -2.18 2.97 2.54
C: -1.16 2.29 2.00
N: -1.55 1.46 1.07
C: -2.92 1.59 0.97
C: -3.85 0.94 0.16
C: -5.18 1.28 0.33
C: -5.58 2.23 1.27
C: -4.67 2.89 2.07
C: -3.33 2.56 1.91
H: -2.11 3.68 3.25
H: -0.14 2.40 2.32
H: -3.53 0.20 -0.56
H: -5.93 0.79 -0.27
H: -6.63 2.45 1.38
H: -4.98 3.63 2.79
S: 1.29 -2.48 -6.35
C: 0.93 -1.71 -4.78
C: -0.10 -2.23 -3.99
C: -0.39 -1.62 -2.79
N: 0.25 -0.53 -2.37
C: 1.22 -0.02 -3.12
C: 1.60 -0.58 -4.33
C: 2.88 -3.21 -5.90
C: 4.07 -2.52 -5.94
C: 5.23 -3.22 -5.63
N: 5.19 -4.49 -5.31
C: 4.07 -5.17 -5.28
C: 2.85 -4.56 -5.57
H: -0.66 -3.10 -4.31
H: -1.17 -1.99 -2.13
H: 1.70 0.87 -2.75
H: 2.38 -0.12 -4.92
H: 4.13 -1.48 -6.24
H: 6.21 -2.76 -5.66
H: 4.14 -6.22 -5.03
H: 1.94 -5.13 -5.57